No. 1
Molecular formula: C48H40F8
Method: DFT, ωB97M-V/def2-TZVPD

Calculated values
- Orbital gap: 9.50 eV
- ΔE to the lowest compared entry with this formula, charge and spin: 1105.27 kJ/mol
- 2S+1: 1
- Net charge: 0
- Structure (SMILES): Fc1ccccc1.Fc1ccccc1.Fc1ccccc1.Fc1ccccc1.Fc1ccccc1.Fc1ccccc1.Fc1ccccc1.Fc1ccccc1
- Total energy: -72152.940 eV
- HOMO: -8.92 eV

XYZ file:
```
96
C48H40F8 ωB97M-V/def2-TZVPD
F 3.47 -4.36 -3.41
C 2.92 -4.43 -2.18
C 2.42 -3.23 -1.50
C 1.82 -3.37 -0.29
C 1.63 -4.64 0.44
C 2.05 -5.82 -0.29
C 2.83 -5.69 -1.51
H 2.56 -2.38 -1.94
H 1.26 -2.36 0.10
H 1.12 -4.58 1.29
H 1.84 -6.65 0.30
H 3.26 -6.39 -2.01
F -0.31 5.70 -4.60
C -0.04 4.39 -4.81
C 0.96 3.73 -4.09
C 1.25 2.37 -4.41
C 0.37 1.68 -5.27
C -0.65 2.42 -5.87
C -0.90 3.78 -5.74
H 1.44 4.36 -3.39
H 2.10 1.66 -4.10
H 0.40 0.59 -5.36
H -1.16 2.07 -6.83
H -1.57 4.31 -6.32
F 2.22 -3.09 3.45
C 1.75 -2.16 4.21
C 2.72 -1.50 5.05
C 2.19 -0.55 5.93
C 0.82 -0.21 5.95
C 0.00 -0.82 5.14
C 0.44 -1.77 4.23
H 3.77 -1.68 4.76
H 3.00 -0.09 6.67
H 0.46 0.51 6.88
H -0.98 -0.53 5.23
H -0.24 -2.36 3.66
F -1.49 -2.69 1.00
C -2.35 -3.83 1.09
C -3.27 -3.89 2.13
C -4.29 -4.79 2.18
C -4.28 -5.80 1.10
C -3.28 -5.72 0.07
C -2.26 -4.83 0.10
H -3.32 -3.14 2.96
H -5.22 -4.80 2.79
H -5.14 -6.34 1.01
H -3.30 -6.47 -0.67
H -1.48 -4.96 -0.82
F -0.72 -4.52 -6.39
C -1.20 -3.34 -5.84
C -0.84 -2.94 -4.61
C -1.37 -1.75 -3.91
C -2.39 -1.03 -4.65
C -2.78 -1.50 -5.93
C -2.20 -2.59 -6.46
H -0.26 -3.60 -4.12
H -1.01 -1.44 -2.87
H -2.66 -0.17 -4.32
H -3.59 -0.97 -6.42
H -2.65 -2.86 -7.47
F -2.38 5.71 -0.19
C -1.09 5.29 -0.07
C -0.69 3.98 -0.49
C 0.61 3.62 -0.39
C 1.60 4.49 0.12
C 1.23 5.75 0.48
C -0.08 6.26 0.30
H -1.32 3.18 -0.66
H 0.93 2.70 -0.68
H 2.51 4.14 0.08
H 1.96 6.63 0.81
H -0.40 7.18 0.64
F -0.12 2.81 6.98
C -0.11 3.68 6.01
C 0.36 3.26 4.73
C 0.23 4.18 3.73
C -0.40 5.44 3.85
C -0.85 5.82 5.05
C -0.74 5.00 6.10
H 1.08 2.34 4.72
H 0.66 3.79 2.73
H -0.28 6.06 3.25
H -1.43 6.74 5.31
H -0.87 5.29 7.09
F -1.19 -0.54 -0.81
C 0.08 -0.18 -0.33
C 0.37 -0.03 1.03
C 1.54 0.34 1.49
C 2.60 0.60 0.63
C 2.40 0.26 -0.72
C 1.19 -0.07 -1.25
H -0.47 -0.34 1.84
H 1.52 0.47 2.42
H 3.58 1.03 0.91
H 3.01 0.37 -1.62
H 1.11 -0.15 -2.38
```

For reference, the Mulliken charges in units of e are: F -0.2936; C 0.2822; C -0.9694; C 0.4738; C -1.0461; C -0.6122; C -0.9231; H 1.0467; H -0.1577; H 0.9905; H 0.4549; H 0.6496; F -0.3374; C 0.5926; C -0.5902; C -0.1664; C -0.5616; C -0.2396; C -0.7961; H 0.5245; H 0.3195; H 0.4407; H 0.2530; H 0.5729; F -0.2555; C 0.4170; C -0.5343; C -0.2566; C -0.2506; C -0.4909; C -0.5083; H 0.3780; H 0.2166; H 0.2783; H 0.5323; H 0.4737; F 0.0281; C 0.4128; C -0.4884; C -0.3869; C -0.6491; C -0.5125; C -0.0236; H 0.3001; H 0.3247; H 0.4158; H 0.3965; H 0.1821; F -0.2967; C 0.1441; C -0.5659; C -0.2217; C -0.7529; C -0.7121; C -0.0746; H 0.6887; H 0.3078; H 0.7974; H 0.3818; H 0.2462; F -0.3523; C 0.5691; C -0.7191; C -0.1966; C -1.5278; C -0.0213; C -0.8303; H 0.6445; H 0.8458; H 0.9084; H 0.1313; H 0.5815; F -0.2444; C 0.2631; C -0.2169; C 0.5045; C -0.8772; C -0.4133; C -0.7357; H 0.1665; H -0.0028; H 0.8516; H 0.2885; H 0.4207; F -0.4174; C 0.3387; C 0.0274; C -0.9839; C -1.5982; C -0.1838; C 0.1414; H -0.0701; H 1.8680; H 0.4240; H 0.3723; H 0.1946

***

No. 2
Molecular formula: C48H41BClCsF5N10O3S2
Method: DFT, ωB97M-V/def2-TZVPD

Calculated values
- Orbital gap (alpha / beta): 4.79 / 2.49 eV
- ΔE to the lowest compared entry with this formula, charge and spin: 131.88 kJ/mol
- 2S+1: 2
- Net charge: -2
- Total energy: -120495.201 eV
- HOMO (alpha / beta): -1.49 / -1.48 eV

XYZ file:
```
112
C48H41BClCsF5N10O3S2 ωB97M-V/def2-TZVPD
Cs 0.49 -0.46 0.47
C 1.59 -1.80 4.38
C 2.15 -0.59 3.72
C 3.40 -0.43 3.07
C 3.37 0.85 2.58
N 2.18 1.40 2.91
N 1.43 0.52 3.62
B 1.71 2.82 2.55
N 0.21 2.99 2.87
C -0.38 3.91 3.65
C -1.74 3.68 3.64
C -1.89 2.56 2.79
C -3.13 1.83 2.41
N -0.71 2.16 2.34
N 1.98 3.11 1.05
C 1.81 4.26 0.36
C 1.92 3.98 -0.98
C 2.15 2.59 -1.04
C 2.33 1.70 -2.23
N 2.19 2.10 0.19
N 2.50 3.82 3.44
C 3.08 3.54 4.62
C 3.54 4.72 5.16
C 3.18 5.70 4.21
C 3.41 7.17 4.26
N 2.55 5.15 3.19
H 2.27 -2.19 5.14
H 0.64 -1.55 4.86
H 1.39 -2.60 3.66
H 4.18 -1.16 2.96
H 4.08 1.40 1.99
H 0.21 4.66 4.17
H -2.50 4.22 4.17
H -3.86 1.83 3.22
H -3.61 2.29 1.53
H -2.90 0.80 2.15
H 1.65 5.19 0.89
H 1.85 4.68 -1.80
H 3.11 2.11 -2.88
H 2.62 0.69 -1.94
H 1.41 1.63 -2.81
H 3.12 2.53 4.98
H 4.07 4.86 6.09
H 4.16 7.42 5.02
H 3.77 7.54 3.30
H 2.49 7.72 4.51
C -3.75 -1.05 0.02
C -3.85 -2.04 1.15
C -5.05 -2.20 1.89
C -5.08 -3.17 2.85
C -3.95 -3.97 3.10
C -3.97 -5.00 4.08
C -2.83 -5.74 4.26
C -1.67 -5.51 3.51
C -1.57 -4.51 2.53
S -0.14 -4.25 1.63
C -2.79 -3.73 2.33
N -2.78 -2.76 1.38
H -4.53 -0.29 0.04
H -3.81 -1.60 -0.94
H -2.77 -0.56 0.05
H -5.90 -1.57 1.68
H -5.98 -3.33 3.44
H -4.86 -5.17 4.67
H -2.82 -6.53 5.00
H -0.79 -6.11 3.68
C 4.81 -6.06 -4.95
C 3.68 -5.17 -5.38
C 3.47 -4.84 -6.70
C 2.43 -4.00 -7.06
Cl 2.19 -3.60 -8.75
C 1.59 -3.46 -6.10
C 1.79 -3.78 -4.76
C 2.82 -4.64 -4.39
O 3.07 -5.04 -3.14
C 2.26 -4.47 -2.09
C 2.37 -2.94 -1.96
O 3.42 -2.40 -2.35
O 1.36 -2.41 -1.45
H 5.45 -6.30 -5.80
H 4.43 -6.99 -4.52
H 5.40 -5.58 -4.18
H 4.12 -5.24 -7.47
H 0.80 -2.78 -6.38
H 1.15 -3.34 -4.01
H 2.64 -4.93 -1.18
H 1.22 -4.77 -2.23
F -5.42 -3.87 -3.13
C -4.51 -2.90 -3.28
C -4.94 -1.59 -3.43
F -6.25 -1.32 -3.41
C -4.00 -0.59 -3.59
F -4.44 0.65 -3.73
C -2.62 -0.86 -3.62
S -1.46 0.35 -3.87
C -2.24 -2.21 -3.46
F -0.96 -2.54 -3.49
C -3.17 -3.22 -3.29
F -2.79 -4.49 -3.16
N -1.69 1.59 -0.62
C -1.62 2.66 -1.02
C -1.43 4.02 -1.45
C -1.30 5.00 -0.48
C -1.08 6.31 -0.87
C -0.99 6.63 -2.22
C -1.13 5.64 -3.18
C -1.35 4.33 -2.81
H -1.34 4.72 0.57
H -0.97 7.08 -0.12
H -0.82 7.66 -2.52
H -1.05 5.89 -4.23
H -1.46 3.54 -3.54
```

Mulliken atomic charge list, values in e, 99 entries: Cs 0.9015; C -1.1656; C 0.2184; C -1.0466; C -0.5168; N 1.8290; N -0.9893; B -0.7533; N 1.4485; C -0.2063; C -1.7233; C 0.6330; C -1.2031; N -0.0677; N 1.2038; C -0.2545; C -1.4032; C 0.6277; C -1.2411; N -0.5433; N 0.8431; C -0.2614; C -1.1991; C 0.7233; C -1.2997; N -1.1760; H 0.3220; H 0.3189; H 0.1361; H 0.3935; H 0.4981; H 0.4621; H 0.4186; H 0.4007; H 0.2027; H 0.0901; H 0.5523; H 0.3895; H 0.3222; H 0.4161; H 0.0699; H 0.3742; H 0.3717; H 0.3487; H 0.3086; H 0.2409; C -0.7084; C 0.7790; C -0.7576; C -0.7418; C 1.2525; C -0.9287; C -0.4340; C -0.6182; C 0.0344; S -0.2552; C -0.4570; N -0.1335; H 0.4420; H -0.0240; H -0.2544; H 0.4087; H 0.3426; H 0.3093; H 0.3151; H 0.3897; C -1.3735; C 0.9997; C -0.8045; C 0.3190; Cl -0.2971; C -1.0023; C -0.1170; C 0.4249; O -0.4820; C -0.5257; C 0.4783; O -0.7853; O -0.4389; H 0.3743; H 0.2966; H 0.2886; H 0.3213; H 0.4815; H 0.2955; H 0.2118; H 0.3676; F -0.3417; C 0.6815; C 0.3127; F -0.3490; C 0.3904; F -0.3706; C 0.2147; S -0.1472; C 0.1041; F -0.1886; C 0.0674; F -0.3179

***

No. 3
Molecular formula: C48H41BClCsF5N10O3S2
Method: DFT, ωB97M-V/def2-TZVPD

Calculated values
- Orbital gap (alpha / beta): 4.90 / 2.72 eV
- ΔE to the lowest compared entry with this formula, charge and spin: 105.44 kJ/mol
- 2S+1: 2
- Net charge: -2
- Total energy: -120495.475 eV
- HOMO (alpha / beta): -1.56 / -1.56 eV

XYZ file:
```
112
C48H41BClCsF5N10O3S2 ωB97M-V/def2-TZVPD
Cs -0.60 0.48 -0.34
C -2.32 4.40 0.28
C -2.37 3.26 1.25
C -3.44 2.37 1.52
C -2.94 1.50 2.45
N -1.66 1.85 2.71
N -1.31 2.95 1.98
B -0.71 1.20 3.71
N 0.73 1.71 3.50
C 1.52 2.36 4.38
C 2.70 2.66 3.73
C 2.53 2.15 2.43
C 3.47 2.23 1.27
N 1.34 1.58 2.31
N -0.76 -0.34 3.53
C -0.18 -1.29 4.29
C -0.30 -2.50 3.63
C -0.97 -2.18 2.44
C -1.38 -3.09 1.31
N -1.24 -0.89 2.38
N -1.15 1.60 5.15
C -1.91 2.66 5.47
C -1.94 2.75 6.85
C -1.15 1.68 7.29
C -0.80 1.28 8.69
N -0.67 0.99 6.26
H -3.17 5.07 0.41
H -1.40 4.96 0.43
H -2.33 4.03 -0.75
H -4.42 2.35 1.07
H -3.38 0.64 2.93
H 1.19 2.56 5.38
H 3.55 3.19 4.13
H 4.02 3.17 1.30
H 4.20 1.42 1.28
H 2.92 2.18 0.34
H 0.25 -1.03 5.24
H 0.05 -3.46 3.97
H -1.92 -3.96 1.69
H -2.02 -2.57 0.60
H -0.51 -3.46 0.77
H -2.36 3.27 4.71
H -2.47 3.48 7.45
H -1.50 1.74 9.40
H -0.85 0.20 8.81
H 0.21 1.60 8.96
C 3.24 1.13 -2.30
C 2.83 2.53 -2.67
C 3.78 3.55 -2.88
C 3.35 4.80 -3.24
C 1.97 5.04 -3.42
C 1.48 6.30 -3.81
C 0.12 6.46 -3.98
C -0.76 5.39 -3.79
C -0.35 4.11 -3.41
S -1.46 2.82 -3.23
C 1.08 3.95 -3.20
N 1.54 2.74 -2.81
H 4.25 1.09 -1.89
H 3.17 0.48 -3.17
H 2.54 0.76 -1.55
H 4.84 3.34 -2.74
H 4.05 5.61 -3.40
H 2.17 7.12 -3.96
H -0.28 7.42 -4.28
H -1.82 5.55 -3.94
C -6.66 -4.10 -4.96
C -5.27 -4.64 -4.83
C -5.00 -5.99 -4.94
C -3.71 -6.46 -4.78
Cl -3.40 -8.18 -4.92
C -2.67 -5.60 -4.50
C -2.92 -4.24 -4.39
C -4.22 -3.75 -4.56
O -4.55 -2.45 -4.52
C -3.55 -1.52 -4.11
C -3.08 -1.68 -2.64
O -3.80 -2.38 -1.90
O -2.02 -1.08 -2.40
H -7.38 -4.90 -5.11
H -6.73 -3.40 -5.80
H -6.93 -3.53 -4.06
H -5.81 -6.69 -5.14
H -1.67 -5.98 -4.35
H -2.11 -3.57 -4.14
H -4.00 -0.53 -4.22
H -2.69 -1.57 -4.78
F 4.14 -0.93 -6.13
C 3.56 -1.50 -5.08
C 4.33 -1.86 -3.99
F 5.65 -1.63 -4.00
C 3.73 -2.45 -2.90
F 4.50 -2.78 -1.87
C 2.35 -2.71 -2.86
S 1.63 -3.47 -1.53
C 1.60 -2.32 -3.99
F 0.31 -2.56 -4.04
C 2.19 -1.72 -5.08
F 1.48 -1.39 -6.15
N 2.24 -0.80 0.36
C 2.59 -1.27 1.34
C 3.01 -1.84 2.60
C 2.86 -1.09 3.77
C 3.24 -1.65 4.97
C 3.73 -2.95 5.02
C 3.86 -3.69 3.85
C 3.50 -3.14 2.63
H 2.46 -0.09 3.72
H 3.12 -1.08 5.89
H 4.01 -3.39 5.97
H 4.24 -4.71 3.89
H 3.58 -3.70 1.72
```

Mulliken atomic charge list, values in e, 99 entries: Cs 0.8236; C -1.0823; C 0.2419; C -1.1019; C -0.4941; N 1.7798; N -0.9531; B -0.7483; N 1.5458; C -0.3504; C -1.5483; C 0.5529; C -1.2685; N -0.0919; N 1.1298; C -0.2613; C -1.5423; C 0.7730; C -1.3006; N -0.4746; N 0.9086; C -0.2686; C -1.1987; C 0.7452; C -1.3256; N -1.1818; H 0.3336; H 0.3231; H 0.0649; H 0.3796; H 0.4859; H 0.4847; H 0.4392; H 0.3925; H 0.2137; H 0.0840; H 0.5926; H 0.3594; H 0.3174; H 0.4308; H 0.0327; H 0.3769; H 0.3726; H 0.3503; H 0.3185; H 0.2394; C -0.8328; C 0.5686; C -0.7524; C -0.7105; C 1.2511; C -0.9460; C -0.4359; C -0.6400; C 0.2804; S -0.2756; C -0.6298; N -0.0847; H 0.4062; H 0.3092; H -0.2060; H 0.3961; H 0.3555; H 0.2999; H 0.3261; H 0.3785; C -1.3494; C 1.0569; C -0.8200; C 0.2969; Cl -0.2894; C -0.9298; C -0.2508; C 0.4597; O -0.4899; C -0.7187; C 0.6214; O -0.7412; O -0.4914; H 0.3784; H 0.2933; H 0.2835; H 0.3201; H 0.4512; H 0.3184; H 0.3059; H 0.3495; F -0.3358; C 0.6316; C 0.2192; F -0.3604; C 0.2985; F -0.3757; C 0.3130; S -0.1030; C 0.2240; F -0.2262; C 0.0691; F -0.3155

***

No. 4
Molecular formula: C48H41NP3S3SbV
Method: DFT, ωB97M-V/def2-TZVPD

Calculated values
- Orbital gap (alpha / beta): 6.36 / 6.77 eV
- ΔE to the lowest compared entry with this formula, charge and spin: 42.63 kJ/mol
- 2S+1: 4
- Net charge: 0
- Total energy: -144532.407 eV
- HOMO (alpha / beta): -6.47 / -6.94 eV

XYZ file:
```
98
C48H41NP3S3SbV ωB97M-V/def2-TZVPD
V -0.25 1.35 0.97
C 2.31 3.40 0.51
P 1.60 1.97 -0.43
C 2.07 2.42 -2.15
C 3.05 1.78 -2.89
C 3.33 2.19 -4.20
C 2.60 3.22 -4.77
C 1.61 3.86 -4.04
C 1.35 3.46 -2.73
C 2.78 0.63 0.02
C 4.15 0.88 0.21
C 5.00 -0.12 0.64
C 4.51 -1.40 0.90
C 3.17 -1.67 0.71
C 2.31 -0.66 0.27
C 1.79 3.38 1.91
C 2.15 4.09 3.05
C 1.21 3.75 4.06
C 0.32 2.86 3.49
C -0.86 2.09 4.03
P -0.64 0.49 3.13
C -1.91 -0.74 3.58
C -3.19 -0.38 4.01
C -4.19 -1.34 4.13
C -3.93 -2.67 3.81
C -2.65 -3.04 3.39
C -1.66 -2.08 3.26
C 0.82 -0.16 4.06
C 0.63 -0.83 5.27
C 1.72 -1.21 6.05
C 3.01 -0.92 5.63
C 3.21 -0.26 4.43
C 2.13 0.12 3.65
N 0.68 2.62 2.18
H 1.98 4.30 -0.02
H 3.39 3.39 0.46
H 3.61 0.96 -2.46
H 4.11 1.69 -4.76
H 2.81 3.53 -5.79
H 1.04 4.67 -4.48
H 0.57 3.96 -2.16
H 4.54 1.87 0.01
H 6.05 0.10 0.78
H 5.18 -2.17 1.26
H 2.78 -2.67 0.91
H 1.27 -0.91 0.09
H 2.98 4.78 3.14
H 1.18 4.12 5.08
H -1.80 2.54 3.75
H -0.81 1.95 5.10
H -3.40 0.65 4.26
H -5.18 -1.05 4.47
H -4.71 -3.41 3.90
H -2.44 -4.08 3.14
H -0.67 -2.37 2.92
H -0.37 -1.05 5.61
H 1.55 -1.74 6.99
H 3.86 -1.20 6.26
H 4.22 -0.01 4.10
H 2.31 0.64 2.73
S -4.90 1.69 -1.21
Sb -3.81 1.48 0.74
S -1.93 2.93 0.64
S -1.50 -0.46 -0.03
C 2.20 -3.29 -2.81
C 1.24 -3.81 -1.95
C 0.04 -3.13 -1.75
C -0.21 -1.92 -2.40
C 0.76 -1.40 -3.26
C 1.95 -2.09 -3.47
P -1.71 -0.99 -1.95
C -3.13 -2.12 -2.00
C -4.13 -2.02 -2.96
C -5.19 -2.93 -2.96
C -5.25 -3.93 -2.01
C -4.28 -4.00 -1.01
C -3.23 -3.09 -1.00
C -1.93 0.24 -3.24
C -2.03 -0.21 -4.57
C -2.20 0.71 -5.59
C -2.28 2.07 -5.29
C -2.16 2.50 -3.98
C -1.98 1.59 -2.95
H 3.13 -3.81 -2.97
H 1.43 -4.75 -1.43
H -0.70 -3.56 -1.09
H 0.59 -0.45 -3.76
H 2.69 -1.68 -4.15
H -4.12 -1.22 -3.68
H -5.97 -2.84 -3.71
H -6.06 -4.65 -2.02
H -4.34 -4.76 -0.24
H -2.51 -3.11 -0.19
H -1.96 -1.26 -4.80
H -2.28 0.37 -6.62
H -2.43 2.80 -6.09
H -2.23 3.56 -3.74
H -1.91 1.93 -1.92
```

For reference, the Mulliken charges in units of e are: V 0.3295; C -1.3850; P 1.3785; C 0.4155; C -0.3973; C -0.7025; C -0.5302; C -0.6802; C -0.4562; C 0.4504; C -0.3647; C -0.9195; C -0.6555; C -0.9338; C 0.1647; C 0.0487; C -1.2891; C -1.1638; C -0.1775; C -1.1058; P 2.3025; C 0.2246; C -0.3581; C -0.7033; C -0.5458; C -0.6868; C -0.2894; C 0.2524; C -0.8464; C -0.7634; C -0.6931; C -0.9107; C -0.1529; N 0.6945; H 0.6674; H 0.5925; H 0.3775; H 0.4187; H 0.3928; H 0.4309; H 0.5063; H 0.3678; H 0.4168; H 0.4111; H 0.4801; H -0.2291; H 0.4742; H 0.4551; H 0.5206; H 0.5499; H 0.4109; H 0.4259; H 0.3868; H 0.4442; H 0.5146; H 0.4386; H 0.4346; H 0.3818; H 0.4843; H 0.3170; S -0.5877; Sb 0.5472; S -0.6570; S 0.5594; C -0.5454; C -0.8519; C -0.1727; C 0.2541; C -0.3427; C -0.6956; P 1.6849; C 0.6211; C -0.6325; C -0.7648; C -0.5395; C -0.9443; C -0.3174; C 0.3214; C -0.4362; C -0.8365; C -0.6497; C -0.8697; C -0.1221; H 0.3963; H 0.4569; H 0.1603; H 0.3814; H 0.4266; H 0.4182; H 0.4283; H 0.3808; H 0.4265; H 0.1062; H 0.6015; H 0.4284; H 0.4331; H 0.5163; H -0.2047